2 unconnected molecules or ions with the total composition C18H40N3 at a distorted geometry. Source: the Open Molecules 2025 dataset; level of theory: ωB97M-V with the def2-TZVPD basis set.

Properties
DFT total energy = -23779.408 eV
M = 298.54 g/mol
charge = +1
LUMO energy = -3.0 eV
2S+1 = 1
largest force on an atom = 2.0 eV/A

```
61
Properties=species:S:1:pos:R:3:forces:R:3
C -0.452 0.702 1.107 -0.216 0.505 0.446
C -1.607 1.496 0.490 -0.290 -0.522 0.044
C -2.193 0.953 -0.837 0.401 0.254 -0.220
C -1.341 -0.071 -1.586 -0.369 0.277 -0.562
C -0.235 0.593 -2.421 0.388 -0.701 0.238
C 0.952 -0.363 -2.702 -0.310 0.304 -0.169
C 1.308 -0.419 -4.186 -0.102 -0.094 0.381
C 1.964 0.850 -4.689 0.253 -0.330 -1.026
N 3.296 1.021 -4.085 -0.197 0.953 -0.086
C 3.698 2.205 -3.600 0.699 0.273 -0.205
N 4.401 2.329 -2.421 0.094 -0.246 -0.244
C 3.447 2.911 -1.417 -0.591 0.027 -0.589
C 2.997 4.298 -1.891 0.617 0.124 0.190
C 3.363 4.580 -3.357 -0.107 0.166 -0.168
N 3.409 3.364 -4.202 -1.431 -0.743 1.123
H -0.579 -0.372 1.030 0.085 -0.119 -0.156
H 0.516 1.020 0.724 0.125 -0.270 -0.228
H -0.437 0.915 2.176 0.138 0.033 0.087
H -1.318 2.538 0.374 0.107 0.096 -0.002
H -2.415 1.496 1.220 -0.094 0.129 0.039
H -2.304 1.804 -1.513 -0.179 0.033 -0.092
H -3.201 0.568 -0.710 -0.024 -0.150 0.285
H -0.936 -0.854 -0.953 0.061 0.044 0.231
H -2.001 -0.574 -2.295 -0.001 -0.211 0.023
H -0.667 0.866 -3.383 -0.101 0.389 0.000
H 0.107 1.494 -1.908 0.040 0.161 -0.070
H 0.679 -1.364 -2.378 0.070 -0.124 0.080
H 1.819 -0.051 -2.119 0.127 -0.165 0.117
H 1.933 -1.281 -4.421 0.171 -0.013 0.015
H 0.386 -0.567 -4.748 -0.038 0.030 -0.155
H 2.045 0.797 -5.776 0.047 0.092 -0.058
H 1.349 1.716 -4.452 0.022 0.075 0.207
H 3.902 0.221 -4.018 -0.084 -0.185 0.436
H 4.737 1.423 -2.119 -0.010 0.006 0.192
H 2.574 2.251 -1.391 -0.035 -0.045 0.234
H 3.883 2.910 -0.427 0.332 0.075 -0.021
H 1.932 4.435 -1.731 -0.122 -0.143 -0.015
H 3.501 5.061 -1.303 -0.030 0.082 0.085
H 2.611 5.238 -3.781 -0.008 0.003 -0.182
H 4.304 5.110 -3.444 0.256 -0.189 0.071
H 2.675 3.298 -4.897 0.304 0.094 -0.248
C -0.982 -3.999 6.181 0.004 0.121 0.004
C -2.173 -3.068 5.972 0.009 -0.110 0.043
C -3.245 -3.647 5.050 -0.030 0.059 -0.015
C -2.780 -3.932 3.621 0.042 -0.043 0.023
C -2.213 -2.723 2.879 -0.077 0.014 -0.075
C -3.224 -1.596 2.690 0.128 0.009 -0.031
H -0.457 -4.200 5.246 -0.002 -0.024 -0.002
H -0.263 -3.556 6.871 0.012 -0.030 0.008
H -1.304 -4.953 6.601 0.004 -0.022 -0.029
H -1.824 -2.105 5.588 -0.021 0.011 -0.008
H -2.631 -2.859 6.942 0.001 0.036 -0.005
H -4.100 -2.965 5.028 -0.004 -0.009 -0.012
H -3.619 -4.580 5.483 0.006 -0.002 0.015
H -3.626 -4.331 3.054 0.001 0.012 -0.017
H -2.027 -4.725 3.633 -0.004 -0.002 0.012
H -1.866 -3.055 1.895 0.027 0.002 0.008
H -1.330 -2.340 3.399 0.005 -0.020 0.016
H -4.097 -1.945 2.136 -0.028 -0.002 0.034
H -2.778 -0.773 2.126 -0.051 0.026 0.003
H -3.565 -1.193 3.644 -0.018 0.000 -0.001
```
Forces are in eV/Å.



A molecular structure, C18H41BBr12GaO at a distorted geometry. Source: the Open Molecules 2025 dataset; level of theory: ωB97M-V with the def2-TZVPD basis set.

Properties
DFT total energy = -914938.968 eV
M = 1312.91 g/mol
charge = -1
LUMO energy = 1.7 eV
2S+1 = 1
largest force on an atom = 2.7 eV/A

```
74
Properties=species:S:1:pos:R:3:forces:R:3
C 2.098 0.173 1.222 -0.872 0.955 -0.580
C 1.368 -0.626 -0.051 1.334 -1.027 1.347
C 0.512 -1.851 0.622 -0.198 -1.087 -0.780
C -1.117 -1.710 0.505 0.952 -1.132 0.231
C -1.814 -2.748 1.574 0.472 0.669 -0.048
Ga -1.864 0.186 0.850 -0.019 -0.243 0.050
B -3.969 0.093 0.705 -0.818 0.184 -0.184
C -4.835 -1.305 0.912 -1.210 -0.471 0.254
O -4.712 1.357 0.428 0.261 -1.636 -1.512
H 3.227 -0.120 1.351 -2.247 0.409 -0.192
H 1.473 0.003 2.220 1.453 0.381 -2.188
H 2.033 1.323 0.960 0.337 -2.101 0.732
H 0.751 0.095 -0.739 1.025 -1.523 1.642
H 2.268 -1.104 -0.668 -2.116 1.062 1.159
H 0.836 -2.041 1.753 -0.703 0.688 -2.344
H 0.820 -2.853 0.051 -0.528 1.984 1.312
H -1.422 -2.040 -0.575 0.607 0.469 1.777
H -0.976 -3.202 2.282 -1.778 0.576 -1.570
H -2.527 -2.130 2.294 1.205 -1.580 -1.547
H -2.376 -3.560 0.939 0.900 1.289 1.746
H -1.330 1.317 -0.149 0.189 0.105 -0.182
H -1.557 0.634 2.375 0.160 -0.064 0.108
H -5.967 -1.157 0.568 2.079 -0.466 0.719
H -4.370 -2.230 0.348 -0.841 1.889 1.078
H -4.832 -1.602 2.067 -0.044 0.621 -2.337
H -4.778 1.437 -0.575 0.261 -0.153 1.878
Br 1.048 -3.267 -2.665 0.193 -0.131 -0.183
C 1.947 -4.997 -2.720 -0.291 0.162 -0.215
C 1.878 -5.692 -1.381 0.211 -0.178 0.097
Br 3.147 -4.919 -0.117 -0.117 -0.056 -0.019
H 2.969 -4.814 -3.063 -0.190 -0.080 0.212
H 1.411 -5.571 -3.481 0.094 0.008 0.185
H 2.175 -6.741 -1.475 -0.049 0.178 -0.044
H 0.890 -5.640 -0.915 0.214 0.111 -0.177
Br 4.989 -1.893 -1.839 -0.085 -0.033 -0.148
C 4.984 -0.694 -3.378 0.273 -0.042 0.023
C 4.498 0.684 -2.995 -0.285 0.119 -0.381
Br 2.558 0.718 -2.789 0.393 0.205 -0.180
H 4.375 -1.170 -4.151 0.050 0.179 0.229
H 6.025 -0.657 -3.712 -0.168 0.062 0.053
H 4.711 1.403 -3.791 0.060 -0.172 0.095
H 4.925 1.050 -2.057 -0.230 -0.222 -0.658
Br 5.272 5.093 0.162 0.009 -0.021 -0.017
C 4.409 3.768 1.304 -0.102 0.074 0.165
C 5.343 2.622 1.614 -0.157 -0.155 0.028
Br 5.503 1.410 0.095 0.340 0.236 0.695
H 3.493 3.456 0.795 0.260 -0.007 0.111
H 4.146 4.309 2.218 0.054 -0.148 -0.136
H 4.944 2.008 2.427 -0.047 0.124 -0.152
H 6.356 2.945 1.873 -0.405 -0.034 -0.150
Br -6.756 4.524 -2.221 -0.116 -0.036 -0.023
C -7.993 3.913 -0.843 -0.021 0.174 0.098
C -7.456 2.697 -0.125 -0.184 -0.069 0.099
Br -7.657 1.089 -1.211 0.067 0.339 0.068
H -8.956 3.739 -1.331 0.257 -0.030 0.106
H -8.088 4.757 -0.153 0.049 -0.182 -0.074
H -8.032 2.500 0.784 0.091 0.113 -0.146
H -6.396 2.778 0.132 -0.276 -0.083 -0.027
Br -7.645 -1.786 -2.851 -0.179 -0.281 -0.078
C -8.882 -2.397 -1.473 0.115 0.230 0.017
C -8.345 -3.612 -0.755 -0.118 -0.105 0.158
Br -8.546 -5.220 -1.841 0.067 0.018 0.021
H -9.845 -2.571 -1.962 0.256 -0.073 0.134
H -8.977 -1.553 -0.783 0.082 -0.163 -0.052
H -8.921 -3.810 0.153 0.081 0.095 -0.173
H -7.285 -3.532 -0.498 -0.256 0.093 -0.124
Br 9.766 6.116 1.369 -0.142 -0.065 0.027
C 8.529 5.505 2.747 0.101 0.254 0.058
C 9.067 4.290 3.465 -0.142 -0.194 0.119
Br 8.865 2.682 2.379 0.332 0.058 0.077
H 7.567 5.331 2.259 0.228 -0.037 0.073
H 8.434 6.349 3.437 0.028 -0.195 -0.070
H 8.491 4.092 4.374 0.066 0.101 -0.163
H 10.126 4.370 3.722 -0.272 0.063 -0.129
```
Forces are in eV/Å.



7 unconnected molecules or ions with the total composition C18H41BBr12N at a distorted geometry. Source: the Open Molecules 2025 dataset; level of theory: ωB97M-V with the def2-TZVPD basis set.

Properties
DFT total energy = -862006.104 eV
M = 1241.19 g/mol
charge = -1
LUMO energy = 1.4 eV
2S+1 = 1
largest force on an atom = 2.7 eV/A

```
73
Properties=species:S:1:pos:R:3:forces:R:3
C -1.779 -5.910 1.134 1.141 0.138 0.690
C -1.704 -5.100 -0.288 -0.426 0.318 0.249
C -1.802 -3.471 0.077 0.463 -0.950 0.369
C -2.885 -5.454 -1.365 1.513 0.708 -0.925
B -4.038 -6.495 -0.833 -0.113 0.890 -0.174
C -5.141 -5.853 0.204 -1.725 -0.264 0.711
C -6.328 -4.964 -0.526 -0.138 -0.071 1.954
N -5.815 -3.700 -1.205 0.414 -0.730 -0.359
H -1.749 -7.091 1.028 -0.429 2.611 0.089
H -0.779 -5.634 1.725 -1.908 -0.489 -1.139
H -2.656 -5.543 1.853 1.691 -0.999 -1.842
H -0.653 -5.373 -0.779 -2.147 0.869 1.222
H -2.892 -3.047 -0.104 2.382 -0.916 0.159
H -1.583 -3.339 1.242 -0.161 -0.010 -2.454
H -0.984 -2.960 -0.597 -1.766 -0.468 1.431
H -3.337 -4.433 -1.728 0.935 -1.789 0.520
H -2.371 -5.935 -2.327 -0.868 0.998 1.843
H -4.656 -6.846 -1.798 -0.553 -0.205 -0.762
H -3.521 -7.497 -0.431 0.316 -0.495 0.486
H -4.681 -5.223 1.085 -1.004 -0.876 -1.471
H -5.696 -6.781 0.710 0.911 1.921 -0.745
H -7.033 -5.607 -1.228 1.811 1.378 1.180
H -7.031 -4.589 0.364 1.167 -0.646 -1.880
H -5.051 -3.266 -0.608 -1.214 -1.092 -1.227
H -5.430 -3.925 -2.171 -0.346 0.246 2.043
Br 1.797 -4.083 0.314 0.165 -0.182 0.088
C 3.113 -5.103 -0.702 0.056 0.367 0.042
C 2.479 -5.778 -1.896 0.031 -0.313 -0.069
Br 1.466 -7.356 -1.360 0.043 0.140 -0.062
H 3.582 -5.803 -0.005 -0.179 0.080 -0.243
H 3.855 -4.367 -1.024 -0.123 -0.146 -0.026
H 3.247 -6.151 -2.579 -0.066 0.112 0.141
H 1.793 -5.129 -2.447 0.145 -0.079 0.241
Br 1.370 -0.828 -1.746 0.060 0.190 0.021
C 0.873 -0.002 -0.051 0.021 -0.296 -0.018
C -0.425 0.762 -0.174 -0.049 0.060 0.205
Br -0.158 2.466 -1.085 -0.121 -0.058 -0.095
H 1.716 0.622 0.260 -0.292 -0.075 -0.068
H 0.765 -0.834 0.650 -0.071 0.128 -0.116
H -0.812 1.025 0.814 0.126 -0.064 -0.145
H -1.196 0.220 -0.729 0.277 0.069 0.111
Br 4.846 5.636 1.498 0.049 -0.055 0.064
C 4.319 4.135 0.371 0.018 0.154 -0.117
C 2.820 3.939 0.385 0.042 -0.153 -0.116
Br 2.236 3.081 2.037 0.033 -0.006 -0.048
H 4.875 3.261 0.722 -0.219 0.206 -0.060
H 4.663 4.400 -0.633 -0.171 -0.062 0.174
H 2.514 3.257 -0.413 0.090 0.118 0.133
H 2.260 4.873 0.295 0.161 -0.187 0.065
Br 5.821 1.992 -2.090 0.018 -0.026 -0.196
C 6.931 2.931 -3.391 0.128 -0.208 0.145
C 7.105 4.384 -3.014 0.039 0.188 -0.194
Br 5.503 5.417 -3.428 0.061 -0.052 0.136
H 6.465 2.789 -4.370 0.086 0.143 0.260
H 7.892 2.410 -3.372 -0.144 0.157 0.008
H 7.900 4.843 -3.607 -0.119 -0.134 0.083
H 7.316 4.535 -1.952 -0.072 -0.137 -0.247
Br -0.550 7.406 6.190 -0.063 -0.079 -0.041
C 0.139 5.686 5.581 0.083 0.023 0.225
C 1.166 5.864 4.487 0.017 -0.159 -0.166
Br 0.315 6.282 2.782 0.074 0.082 0.055
H -0.723 5.087 5.275 0.259 0.168 -0.025
H 0.594 5.233 6.467 -0.027 0.074 -0.202
H 1.708 4.930 4.313 -0.116 0.124 0.012
H 1.883 6.663 4.691 -0.251 -0.175 0.018
Br -1.235 6.311 -1.305 -0.084 0.086 0.001
C -2.218 7.790 -0.499 0.301 0.024 0.044
C -3.182 7.297 0.555 -0.235 0.114 0.053
Br -4.769 6.503 -0.256 0.117 -0.023 0.074
H -2.705 8.332 -1.314 0.021 -0.182 0.250
H -1.452 8.430 -0.051 -0.173 -0.115 -0.004
H -3.556 8.131 1.155 0.124 -0.103 -0.124
H -2.751 6.543 1.218 -0.016 0.184 -0.233
```
Forces are in eV/Å.